# 1
Molecular formula: C11H33N5O13P3
Method: DFT, ωB97M-V/def2-TZVPD

```
65
Properties=species:S:1:pos:R:3:lowdin_charge:R:1
N 2.458 0.249 -2.514 0.15
N 1.715 -0.827 -2.063 -0.09
N 0.376 -0.940 -2.311 0.15
C -0.015 -2.069 -1.700 -0.11
N 0.983 -2.729 -1.087 0.18
C 2.058 -1.890 -1.331 -0.28
N 3.253 -2.188 -0.858 0.05
O 4.375 -1.431 -1.022 0.04
H 2.493 0.280 -3.533 0.12
H 2.012 1.092 -2.144 0.10
H -0.170 -0.267 -2.842 0.20
H -1.066 -2.372 -1.744 0.15
H 3.342 -3.055 -0.336 0.18
H 4.427 -1.084 -1.930 0.11
C -1.074 -0.606 1.138 -0.13
O -1.710 0.596 0.674 -0.27
P -3.414 0.550 0.600 0.65
O -3.546 1.793 -0.235 -0.26
O -3.505 0.875 2.200 -0.30
C -2.917 2.076 2.691 -0.10
O -5.031 0.105 0.523 -0.27
C -5.959 0.585 1.487 -0.11
H -0.003 -0.426 1.209 0.09
H -1.449 -0.888 2.125 0.08
H -1.258 -1.415 0.430 0.05
H -2.730 2.801 1.898 0.09
H -1.976 1.839 3.190 0.09
H -3.597 2.519 3.418 0.09
H -5.896 1.670 1.574 0.10
H -5.798 0.111 2.454 0.09
H -6.957 0.314 1.143 0.10
C 0.207 5.927 -5.193 -0.11
O 0.596 5.004 -4.159 -0.25
P 2.198 4.450 -4.227 0.66
O 1.996 3.330 -3.238 -0.29
O 2.698 5.822 -3.494 -0.31
C 2.173 6.150 -2.210 -0.09
O 3.769 4.039 -4.648 -0.27
C 4.872 4.559 -3.915 -0.11
H -0.809 6.257 -4.991 0.09
H 0.867 6.799 -5.199 0.09
H 0.237 5.436 -6.167 0.08
H 1.716 5.291 -1.717 0.09
H 1.429 6.940 -2.315 0.09
H 2.989 6.517 -1.588 0.09
H 4.738 4.392 -2.846 0.09
H 5.015 5.617 -4.124 0.09
H 5.764 4.029 -4.250 0.10
C -2.961 -4.786 4.870 -0.12
O -2.115 -4.040 3.978 -0.26
P -0.442 -4.203 4.238 0.67
O -0.052 -3.040 3.369 -0.27
O -0.459 -5.613 3.399 -0.31
C -0.912 -5.603 2.052 -0.10
O 1.098 -4.516 4.830 -0.26
C 1.970 -5.397 4.139 -0.12
H -3.993 -4.655 4.552 0.09
H -2.714 -5.851 4.835 0.09
H -2.852 -4.416 5.890 0.08
H -0.916 -4.599 1.623 0.07
H -1.921 -6.016 2.008 0.09
H -0.248 -6.234 1.461 0.09
H 2.047 -5.116 3.087 0.09
H 1.643 -6.429 4.239 0.09
H 2.953 -5.310 4.603 0.10
```

Summary:
charge: +1
molar mass: 536.3 g/mol
orbital gap: 7.559 eV

# 2
Molecular formula: C11H34BClN2O13P3S3
Method: DFT, ωB97M-V/def2-TZVPD

```
68
Properties=species:S:1:pos:R:3:lowdin_charge:R:1
N -0.833 -1.913 2.025 -0.34
P -0.525 -0.505 2.705 0.74
B 0.256 0.901 1.499 -1.06
P -0.565 2.741 1.486 0.84
N -2.082 2.426 2.304 -0.23
O 0.249 3.508 2.739 -0.36
O 0.170 0.333 0.143 -0.16
C 1.352 0.777 -0.483 -0.23
C 2.376 0.537 0.615 -0.51
P 2.733 -1.283 0.893 0.70
O 1.920 -1.947 -0.363 -0.37
Cl 4.702 -1.280 0.009 0.14
O 1.721 0.989 1.779 -0.15
H -0.418 -2.706 2.498 -0.06
H -1.631 0.036 3.410 -0.06
H 0.382 -0.524 3.796 -0.02
H -2.709 3.221 2.219 -0.01
H -2.561 1.648 1.856 0.01
H 0.301 4.444 2.540 0.00
H 1.302 1.862 -0.663 0.11
H 1.527 0.261 -1.428 0.12
H 3.335 1.042 0.489 0.09
H 1.856 -2.904 -0.269 0.05
O 8.732 -0.360 -4.721 -0.28
S 7.826 -1.280 -5.345 0.55
O 6.950 -0.787 -6.365 -0.28
O 7.015 -2.051 -4.239 -0.27
C 6.377 -1.270 -3.174 -0.25
C 5.101 -0.611 -3.636 -0.08
C 8.718 -2.659 -5.979 -0.13
H 7.106 -0.553 -2.802 0.11
H 6.191 -2.011 -2.401 0.09
H 5.295 0.174 -4.366 0.07
H 4.606 -0.180 -2.766 0.05
H 4.431 -1.345 -4.085 0.09
H 9.365 -3.047 -5.198 0.07
H 9.301 -2.287 -6.818 0.07
H 8.004 -3.408 -6.312 0.07
O -1.950 -4.275 -0.893 -0.29
S -2.323 -3.149 -1.700 0.58
O -3.723 -2.883 -1.879 -0.29
O -1.654 -3.353 -3.150 -0.27
C -1.798 -4.656 -3.749 -0.27
C -3.166 -4.865 -4.364 -0.08
C -1.476 -1.686 -1.266 -0.14
H -1.576 -5.411 -2.994 0.11
H -1.016 -4.683 -4.506 0.12
H -3.941 -4.901 -3.600 0.07
H -3.169 -5.806 -4.918 0.07
H -3.402 -4.053 -5.052 0.08
H -0.416 -1.887 -1.143 0.05
H -1.861 -1.355 -0.304 0.05
H -1.671 -0.960 -2.051 0.08
O -3.768 4.893 5.744 -0.28
S -4.592 3.826 5.257 0.56
O -4.681 3.598 3.850 -0.28
O -6.053 4.007 5.870 -0.27
C -6.651 5.323 5.746 -0.25
C -7.199 5.578 4.360 -0.07
C -4.173 2.314 6.042 -0.12
H -5.906 6.064 6.035 0.11
H -7.441 5.315 6.495 0.12
H -6.401 5.645 3.623 0.07
H -7.753 6.518 4.366 0.08
H -7.875 4.776 4.062 0.08
H -4.130 2.469 7.116 0.07
H -3.198 2.040 5.641 0.08
H -4.916 1.569 5.771 0.08
```

Summary:
charge: -1
molar mass: 637.8 g/mol
orbital gap: 6.004 eV

# 3
Molecular formula: C11H34IN8O5
Method: DFT, ωB97M-V/def2-TZVPD

```
59
Properties=species:S:1:pos:R:3:lowdin_charge:R:1
I -0.334 -0.156 -1.237 -0.06
C 3.284 -0.212 2.373 -0.07
C 3.651 1.051 1.560 -0.43
C 4.828 0.737 0.621 -0.20
O 5.165 1.937 -0.065 -0.20
C 6.368 1.901 -0.788 -0.12
N 2.433 1.504 0.895 0.04
H 2.730 -0.017 3.289 0.07
H 4.240 -0.651 2.694 0.07
H 2.817 -1.021 1.813 0.05
H 3.995 1.797 2.283 0.13
H 4.441 0.031 -0.119 0.13
H 5.626 0.413 1.293 0.12
H 6.617 2.929 -1.043 0.08
H 6.225 1.335 -1.719 0.09
H 7.139 1.378 -0.211 0.08
H 1.839 0.757 0.536 -0.05
H 2.784 1.832 -0.011 0.06
C -2.564 -0.204 4.254 -0.08
C -2.695 -0.434 2.719 -0.41
C -3.272 0.818 2.057 -0.23
O -4.695 0.866 2.183 -0.20
C -5.249 1.649 1.108 -0.09
N -1.287 -0.700 2.305 0.03
H -2.045 -1.042 4.720 0.07
H -3.555 -0.173 4.718 0.07
H -2.096 0.745 4.519 0.08
H -3.280 -1.343 2.590 0.12
H -2.923 0.742 1.018 0.09
H -2.813 1.736 2.435 0.13
H -5.025 2.710 1.234 0.08
H -6.304 1.432 1.294 0.09
H -4.917 1.278 0.138 0.08
H -1.062 -0.229 1.423 -0.09
H -0.750 -0.186 2.995 0.05
C 3.266 -3.098 -0.538 -0.69
O 4.233 -3.862 -0.516 -0.02
N 2.983 -2.218 -1.534 0.15
N 2.311 -3.137 0.448 0.14
H 3.452 -2.364 -2.407 0.10
H 2.070 -1.814 -1.419 -0.04
H 1.469 -2.585 0.489 0.07
H 2.498 -3.862 1.118 0.10
C -4.716 -2.505 -1.123 -0.69
O -5.599 -3.242 -1.558 -0.01
N -4.618 -2.291 0.239 0.15
N -3.784 -1.845 -1.846 0.15
H -5.473 -2.694 0.601 0.10
H -4.127 -1.541 0.681 0.06
H -3.833 -1.885 -2.846 0.10
H -2.934 -1.524 -1.401 -0.03
C -0.388 2.443 -5.100 -0.69
O 0.675 2.891 -4.678 0.01
N -0.776 2.435 -6.414 0.13
N -1.295 1.900 -4.252 0.14
H -0.113 2.703 -7.117 0.09
H -1.582 1.924 -6.711 0.08
H -0.979 1.578 -3.344 -0.06
H -2.059 1.381 -4.647 0.08
```

Summary:
charge: -1
molar mass: 485.3 g/mol
orbital gap: 7.956 eV

# 4
Molecular formula: C11H34N2O7
Method: DFT, ωB97M-V/def2-TZVPD

```
54
Properties=species:S:1:pos:R:3:lowdin_charge:R:1
C 1.958 -1.645 1.349 -0.07
N 0.791 -1.560 2.147 0.01
C 0.684 -0.807 3.268 -0.56
C -0.624 -0.806 3.944 0.00
O 1.661 -0.178 3.738 -0.01
H 2.453 -0.679 1.520 0.09
H 1.706 -1.663 0.318 0.04
H 2.591 -2.490 1.600 0.09
H -0.067 -1.973 1.815 0.08
H -0.901 0.173 4.400 0.10
H -0.660 -1.499 4.737 0.07
H -1.402 -1.121 3.176 0.10
C -3.071 2.693 2.240 -0.09
N -1.659 2.687 2.180 0.01
C -1.002 2.074 1.137 -0.49
C 0.511 2.102 1.113 0.04
O -1.674 1.467 0.300 -0.01
H -3.342 1.667 2.236 0.07
H -3.518 3.170 1.371 0.09
H -3.432 3.113 3.194 0.10
H -1.196 3.326 2.794 0.13
H 0.829 1.132 1.484 0.06
H 0.840 2.901 1.751 0.08
H 0.869 2.268 0.120 0.07
C 1.888 1.213 -3.495 -0.15
O 2.870 0.547 -4.283 -0.12
H 1.926 2.307 -3.566 0.08
H 0.917 0.783 -3.676 0.06
H 2.068 0.992 -2.406 0.08
H 3.672 1.047 -4.352 0.07
C -1.179 -4.318 0.423 -0.14
O -1.458 -3.162 1.202 -0.16
H -0.917 -5.154 1.129 0.10
H -1.982 -4.632 -0.299 0.09
H -0.307 -4.116 -0.201 0.06
H -1.706 -2.476 0.569 0.03
C -1.169 4.845 -1.563 -0.12
O -0.795 3.500 -1.220 -0.14
H -2.008 5.125 -0.979 0.06
H -0.296 5.488 -1.328 0.09
H -1.442 4.864 -2.633 0.08
H -1.523 2.912 -1.299 0.04
C -0.755 -1.296 -1.546 -0.15
O -1.947 -1.215 -0.828 -0.13
H 0.106 -1.613 -1.010 0.04
H -0.869 -2.004 -2.370 0.09
H -0.596 -0.313 -2.040 0.09
H -1.992 -0.366 -0.332 0.06
C 2.384 -3.237 -2.478 -0.11
O 2.609 -1.789 -2.475 -0.13
H 2.929 -3.740 -3.290 0.08
H 2.773 -3.649 -1.557 0.07
H 1.359 -3.394 -2.815 0.07
H 3.092 -1.507 -3.211 0.01
```

Summary:
charge: 0
SMILES string: CNC(C)=O.CNC(C)=O.CO.CO.CO.CO.CO
molar mass: 306.4 g/mol
orbital gap: 9.767 eV

# 5
Molecular formula: C11H35BF4N7O6
Method: DFT, ωB97M-V/def2-TZVPD

```
64
Properties=species:S:1:pos:R:3:lowdin_charge:R:1
B -0.021 2.936 14.215 -1.35
F -0.301 2.234 15.345 0.18
F -1.148 2.844 13.329 0.08
F 0.289 4.205 14.506 0.17
F 1.058 2.243 13.653 0.12
C 3.786 -0.381 12.678 -0.06
C 4.360 -0.622 14.058 -0.43
C 3.229 -0.813 15.175 -0.15
O 3.711 -0.932 16.544 -0.19
C 4.195 0.333 17.019 -0.10
N 5.359 -1.702 14.054 0.04
H 2.997 0.357 12.534 0.05
H 3.403 -1.331 12.306 0.08
H 4.624 -0.042 12.068 0.08
H 4.949 0.210 14.445 0.10
H 2.689 -1.741 14.989 0.12
H 2.529 -0.010 14.943 0.11
H 3.317 0.848 17.408 0.09
H 4.708 0.931 16.266 0.07
H 4.945 0.134 17.784 0.09
H 5.594 -1.821 15.029 0.06
H 6.233 -1.342 13.700 0.07
C -5.053 0.552 15.565 -0.08
C -3.692 0.721 14.854 -0.25
O -3.454 2.143 14.732 -0.11
H -5.933 0.675 14.935 0.07
H -5.233 1.220 16.408 0.06
H -5.125 -0.443 16.005 0.07
H -3.735 0.178 13.910 0.12
H -2.907 0.350 15.513 0.11
H -2.626 2.248 14.257 0.04
C -1.793 6.012 13.149 -0.07
C -0.863 5.514 12.038 -0.34
O -0.521 6.677 11.435 -0.07
H -2.374 5.243 13.658 0.05
H -2.521 6.759 12.833 0.08
H -1.155 6.437 13.924 0.06
H -1.167 4.798 11.275 0.11
H 0.099 5.139 12.390 0.10
H 0.203 7.075 11.925 0.09
C -2.223 4.168 17.769 -0.66
O -2.128 4.705 18.844 0.36
N -2.907 3.151 17.461 0.28
N -1.664 4.678 16.710 0.33
H -2.920 2.801 16.514 0.11
H -3.281 2.621 18.234 0.16
H -1.155 5.515 16.959 0.16
H -1.243 3.942 16.162 0.11
C 3.450 5.182 14.223 -0.74
O 4.424 5.920 14.164 0.01
N 2.289 5.660 14.620 0.16
N 3.464 3.844 14.082 0.18
H 1.600 4.922 14.629 0.03
H 2.120 6.641 14.447 0.12
H 2.594 3.351 13.943 0.06
H 4.353 3.365 14.044 0.11
C -0.076 0.652 10.594 -0.77
O -0.143 0.119 9.497 0.02
N 0.588 0.103 11.590 0.16
N -0.492 1.838 10.882 0.18
H 0.875 0.835 12.224 0.06
H 1.326 -0.571 11.442 0.09
H -0.798 2.452 10.141 0.12
H -0.636 2.100 11.846 0.06
```

Summary:
charge: 0
molar mass: 448.2 g/mol
multiplicity: 2
<S²>: 0.760
orbital gap (spin up / spin down): 8.231 / 2.197 eV

# 6
Molecular formula: C11H36N2O7
Method: DFT, ωB97M-V/def2-TZVPD

```
56
Properties=species:S:1:pos:R:3:lowdin_charge:R:1
N -3.007 -1.044 2.578 0.15
C -3.244 -1.884 1.493 -0.67
N -3.095 -3.209 1.805 0.15
O -3.545 -1.436 0.389 0.02
H -3.296 -0.105 2.329 0.07
H -3.318 -1.489 3.424 0.09
H -2.795 -3.434 2.732 0.09
H -3.275 -3.970 1.182 0.10
C -0.152 0.341 4.433 -0.08
C 1.311 -0.119 4.381 -0.35
O 2.203 0.947 4.403 -0.05
H -0.326 1.117 3.686 0.07
H -0.263 0.825 5.412 0.07
H -0.940 -0.409 4.413 0.05
H 1.479 -0.731 3.494 0.09
H 1.366 -0.826 5.220 0.11
H 2.247 1.380 5.257 0.09
C 2.531 3.450 -1.133 -0.06
C 1.058 3.105 -0.884 -0.29
O 0.811 2.978 0.530 -0.11
H 3.053 2.752 -1.785 0.04
H 3.056 3.482 -0.184 0.08
H 2.514 4.421 -1.633 0.07
H 0.722 2.160 -1.337 0.09
H 0.306 3.792 -1.285 0.11
H 0.692 2.030 0.689 0.03
C -0.626 -1.569 -3.868 -0.09
C -1.138 -2.430 -2.726 -0.30
O -1.290 -3.767 -3.278 -0.10
H -1.364 -1.635 -4.671 0.08
H 0.285 -2.050 -4.222 0.07
H -0.507 -0.520 -3.605 0.07
H -2.094 -2.122 -2.301 0.11
H -0.323 -2.545 -2.004 0.09
H -1.219 -4.379 -2.541 0.07
C 2.680 -0.099 -2.352 -0.10
C 2.801 0.329 -3.796 -0.30
O 3.916 -0.276 -4.466 -0.08
H 3.439 0.332 -1.700 0.08
H 2.618 -1.163 -2.108 0.08
H 1.702 0.219 -1.966 0.04
H 2.802 1.407 -3.937 0.11
H 1.938 -0.020 -4.379 0.09
H 3.762 -1.219 -4.530 0.07
C -2.287 1.970 1.053 -0.16
O -3.680 1.921 1.355 -0.12
H -1.864 2.904 1.436 0.08
H -1.689 1.278 1.659 0.05
H -2.053 1.817 0.003 0.09
H -4.136 1.953 0.511 0.08
C 0.096 -0.883 0.333 -0.14
O 0.949 0.133 0.812 -0.12
H -0.203 -0.638 -0.693 0.06
H 0.633 -1.804 0.083 0.08
H -0.838 -1.054 0.860 0.06
H 1.599 -0.213 1.429 0.08
```

Summary:
charge: 0
SMILES string: NC(N)=O.CCO.CCO.CCO.CCO.CO.CO
molar mass: 308.4 g/mol
energy above the lowest of the compared OMol25 structures with the same formula, charge and spin: 0.0 kcal/mol
orbital gap: 10.078 eV

What are the max |F| values for these records? In order: 0.1590, 0.0091, 0.0513, 0.0616, 0.0920, 0.0430 Eh/bohr.